Run w
Below is C3H7N5O as an isolated structure, with properties calculated with ωB97M-V/def2-TZVPD.

Properties
Kohn-Sham gap   7.8 eV
HOMO level   -7.54 eV

```
! wB97M-V def2-TZVPD RIJCOSX def2/J DEFGRID3
* xyz 0 1
C 2.28 -0.87 0.08
C 0.32 0.16 -0.22
C -1.71 -0.64 0.06
H 3.15 -0.86 -1.18
H 1.60 -2.02 0.41
H 3.23 -0.55 0.98
H 0.20 -1.81 0.10
H -3.43 -1.42 -0.48
H -0.27 2.87 -0.66
H -0.56 3.07 1.04
N 1.61 0.37 -0.14
N -0.33 -0.90 0.09
N -1.99 0.55 -0.11
N -0.77 1.15 -0.10
N -0.86 2.53 0.11
O -2.46 -1.62 0.03
*
```

=====

Run x
Below is one molecule with the formula C3H7N5O, with properties calculated with ωB97M-V/def2-TZVPD.

Properties
Kohn-Sham gap   10.1 eV
SMILES   [H]/N=C(/N)N(N)/C=N\C=O
HOMO level   -9.65 eV

```
! wB97M-V def2-TZVPD RIJCOSX def2/J DEFGRID3
* xyz 0 1
H -0.33 -1.84 -0.35
N -0.10 -1.73 0.63
C 0.46 -0.65 0.92
N 0.83 -0.40 2.22
N 0.91 0.42 0.04
N 2.13 1.03 0.33
C 0.10 1.23 -0.71
N -1.05 1.12 -1.25
C -1.94 0.09 -1.24
O -1.78 -1.09 -1.54
H 0.42 -1.12 2.82
H 0.67 0.53 2.62
H 2.19 1.21 1.33
H 2.89 0.32 0.16
H 0.66 2.12 -0.91
H -3.00 0.43 -0.94
*
```

=====

Most stable of them? run x.

=====

Run w
Below is C5H4 as an isolated structure, with properties calculated with ωB97M-V/def2-TZVPD.

Properties
Kohn-Sham gap   8.3 eV
HOMO level   -9.27 eV

```
! wB97M-V def2-TZVPD RIJCOSX def2/J DEFGRID3
* xyz 0 1
C -0.04 0.21 1.21
C -0.10 0.14 2.51
C 0.61 -0.80 0.26
C 0.10 -0.48 -0.93
C -0.56 0.78 -0.57
H 1.46 -1.49 0.38
H 0.15 -1.09 -1.82
H -1.61 1.00 -0.68
H -0.01 1.75 -0.37
*
```

=====

Run x
Below is one molecule with the formula C5H4, with properties calculated with ωB97M-V/def2-TZVPD.

Properties
Kohn-Sham gap   10.9 eV
SMILES   C#CCC#C
HOMO level   -9.98 eV

```
! wB97M-V def2-TZVPD RIJCOSX def2/J DEFGRID3
* xyz 0 1
C 1.67 1.34 -0.79
C 0.95 0.38 -0.66
C 0.27 -0.85 -0.12
C -0.97 -0.58 0.58
C -2.02 -0.18 0.99
H 2.40 2.07 -1.13
H 1.09 -1.26 0.63
H 0.17 -1.59 -0.96
H -3.01 0.19 1.46
*
```

=====

Run y
Below is one molecule with the formula C5H4, with properties calculated with ωB97M-V/def2-TZVPD.

Properties
Kohn-Sham gap   9.6 eV
SMILES   C#CC1=CC1
HOMO level   -8.91 eV

```
! wB97M-V def2-TZVPD RIJCOSX def2/J DEFGRID3
* xyz 0 1
C -2.46 -0.15 -0.01
C -1.28 0.11 0.12
C 0.08 0.24 0.08
C 1.20 0.88 -0.06
C 1.28 -0.60 0.03
H -3.38 -0.21 -0.41
H 1.54 1.91 0.01
H 1.40 -1.33 -0.71
H 1.61 -0.84 0.96
*
```

=====

Most stable of them? run x.

=====

Run w
Below is one molecule with the formula C5H12N2O2, with properties calculated with ωB97M-V/def2-TZVPD.

Properties
Kohn-Sham gap   9.1 eV
SMILES   CNC(C)(C)C(=O)ON
HOMO level   -8.17 eV

```
! wB97M-V def2-TZVPD RIJCOSX def2/J DEFGRID3
* xyz 0 1
C 1.50 -0.99 -1.95
N 0.93 -1.30 -0.65
C 0.11 -0.08 0.27
C -0.26 -0.78 1.55
C 1.12 1.04 0.37
C -0.94 0.02 -0.71
O -1.50 -0.37 -1.65
O -1.49 1.52 -0.05
N -2.32 1.32 1.07
H 2.24 -0.19 -1.85
H 0.77 -0.70 -2.72
H 2.04 -1.87 -2.33
H 0.31 -2.10 -0.74
H -0.08 -1.86 1.51
H -1.30 -0.70 1.85
H 0.33 -0.40 2.38
H 2.07 0.61 0.68
H 1.27 1.55 -0.58
H 0.75 1.76 1.09
H -2.26 2.14 1.69
H -3.29 1.38 0.77
*
```

=====

Run x
Below is C5H12N2O2 as an isolated structure, with properties calculated with ωB97M-V/def2-TZVPD.

Properties
Kohn-Sham gap   9.9 eV
HOMO level   -9.01 eV

```
! wB97M-V def2-TZVPD RIJCOSX def2/J DEFGRID3
* xyz 0 1
C 0.51 0.55 -0.37
C -2.64 -0.34 1.06
C 0.04 1.19 -1.64
C 1.30 1.42 0.55
N 0.84 -1.23 -0.80
C -0.32 -0.48 0.36
N 1.92 -1.88 -0.10
O -1.63 0.08 0.16
O -0.11 -1.04 1.44
H 1.19 -1.02 -1.72
H 1.60 -1.93 0.87
H 1.92 -2.85 -0.41
H -2.87 0.38 1.85
H -2.43 -1.26 1.61
H -3.62 -0.51 0.60
H 1.83 2.22 0.03
H -0.58 2.05 -1.41
H 0.91 1.51 -2.23
H -0.54 0.50 -2.25
H 0.63 1.82 1.31
H 2.03 0.81 1.09
*
```

=====

Run y
Below is one molecule with the formula C5H12N2O2, with properties calculated with ωB97M-V/def2-TZVPD.

Properties
Kohn-Sham gap   10.0 eV
SMILES   C=N[C@](C)(N)C(C)(O)O
HOMO level   -9.28 eV

```
! wB97M-V def2-TZVPD RIJCOSX def2/J DEFGRID3
* xyz 0 1
C 2.24 0.97 0.09
N 1.28 0.81 -0.74
C -0.14 0.68 -0.18
C -1.07 0.95 -1.37
N -0.40 1.68 0.85
C -0.28 -0.80 0.38
C 0.28 -1.89 -0.52
O 0.30 -0.88 1.67
O -1.71 -1.08 0.58
H 3.26 1.15 -0.28
H 2.12 0.99 1.19
H -0.74 1.82 -1.93
H -1.11 0.11 -2.07
H -2.11 1.13 -1.04
H -1.40 1.86 0.94
H -0.07 1.31 1.74
H -0.23 -2.85 -0.37
H 0.20 -1.71 -1.59
H 1.34 -2.10 -0.31
H 0.31 -1.83 1.89
H -2.06 -0.32 1.07
*
```

=====

Most stable of them? run y.

=====

Run w
Below is C5H12N2O2 as an isolated structure, with properties calculated with ωB97M-V/def2-TZVPD.

Properties
Kohn-Sham gap   8.2 eV
HOMO level   -8.00 eV

```
! wB97M-V def2-TZVPD RIJCOSX def2/J DEFGRID3
* xyz 0 1
C 0.66 0.27 1.67
N 2.04 0.29 1.24
C 0.27 -1.17 -1.34
C -1.01 -1.49 -1.47
O 0.27 -1.04 2.03
H 0.46 -1.62 1.28
H 0.52 0.85 2.59
H 2.20 0.74 0.35
H 2.66 0.66 1.95
H 1.16 -1.73 -1.07
H -1.23 -2.55 -1.55
H -1.62 -0.47 -0.46
N -0.11 1.10 -2.08
C -0.28 0.91 0.67
C -1.61 0.46 0.54
O 0.60 0.23 -1.18
H -1.04 0.66 -2.14
H 0.33 0.96 -2.99
H -0.01 1.91 0.37
H -1.95 -0.20 1.33
H -2.33 1.21 0.24
*
```

=====

Run x
Below is C5H12N2O2 as an isolated structure, with properties calculated with ωB97M-V/def2-TZVPD.

Properties
Kohn-Sham gap   10.8 eV
HOMO level   -9.94 eV

```
! wB97M-V def2-TZVPD RIJCOSX def2/J DEFGRID3
* xyz 0 1
C 0.61 1.04 0.47
C -0.03 0.16 -0.61
C 1.21 0.19 1.60
C 1.67 1.94 -0.17
N -1.12 -0.69 -0.10
C -1.66 -1.69 -1.15
N -1.22 -2.77 -0.54
O -2.18 0.11 0.42
O -2.35 -1.34 -2.08
H -2.73 0.31 -0.36
H -0.18 1.66 0.89
H -1.39 -3.68 -0.95
H -0.83 -1.93 0.36
H -0.43 0.77 -1.42
H 0.71 -0.53 -1.03
H 0.45 -0.42 2.09
H 1.24 2.56 -0.96
H 1.99 -0.47 1.21
H 1.66 0.83 2.36
H 2.11 2.60 0.57
H 2.47 1.35 -0.61
*
```

=====

Most stable of them? run x.

=====

Run w
Below is C5H12N2O2 as an isolated structure, with properties calculated with ωB97M-V/def2-TZVPD.

Properties
Kohn-Sham gap (spin up / spin down)   7.1 / 7.9 eV
HOMO level (spin up / spin down)   -7.07 / -7.57 eV

```
! wB97M-V def2-TZVPD RIJCOSX def2/J DEFGRID3
* xyz 0 1
C 1.21 0.25 -0.12
C -1.36 -1.49 0.51
C -1.72 0.83 0.69
C 2.24 -0.33 0.85
N -0.80 -0.18 0.18
N 0.64 -0.77 -0.83
C 0.09 0.86 -1.61
O 0.41 2.19 -1.55
O -0.38 0.44 -2.65
H 0.70 2.45 -2.44
H 0.85 -1.72 -1.10
H 1.04 1.22 0.36
H -2.23 -1.72 -0.12
H -1.59 -1.56 1.57
H -0.64 -2.30 0.43
H -1.28 1.82 0.68
H -2.67 0.82 0.14
H -1.94 0.66 1.75
H 2.47 -1.38 0.69
H 3.17 0.22 0.73
H 1.81 -0.31 1.85
*
```

=====

Run x
Below is a 2-piece molecular cluster, C5H12N2O2 overall, with properties calculated with ωB97M-V/def2-TZVPD.

Properties
Kohn-Sham gap (spin up / spin down)   7.9 / 7.9 eV
HOMO level (spin up / spin down)   -8.39 / -8.39 eV

```
! wB97M-V def2-TZVPD RIJCOSX def2/J DEFGRID3
* xyz 0 1
C -1.98 0.13 0.54
C -0.69 0.62 -0.11
N -0.75 2.06 -0.30
O -0.75 -1.28 -1.40
N -0.26 0.01 -1.32
H -0.60 -1.52 -2.33
H -0.30 2.33 -1.17
H -0.22 2.51 0.45
H -2.07 0.57 1.53
H -2.03 -0.95 0.64
H -2.84 0.47 -0.05
C 0.63 -1.13 1.38
C 1.76 -0.19 -1.02
C 0.66 0.26 0.75
O 1.26 1.21 1.26
H 1.59 -1.31 1.85
H 0.43 -1.93 0.68
H -0.16 -1.15 2.14
H 1.78 -1.07 -1.66
H 2.57 -0.36 -0.30
H 1.97 0.73 -1.55
*
```

=====

Most stable of them? run x.